Below is a cluster of 2 separate species, C15H23Cl3FIN2O5 in total at a distorted geometry, with properties calculated with ωB97M-V with the def2-TZVPD basis set.

Summary:
Strongest force on any atom ... 1.65 eV Å⁻¹
Total energy ... -77532.209 eV
SMILES string ... CCCN[C@@]1([C@H](I)CC)OC(=O)O[C@]1(CCC(N)=O)CC(=O)F.ClC(Cl)Cl

Each line ends with the natural charge from an NBO analysis.
Element x y z (Å)
C  4.24294  -0.67045  1.14251  -0.605
C  3.42301  0.08177  2.19466  -0.402
C  2.13386  0.73388  1.63572  -0.227
N  1.59198  -0.01645  0.49571  -0.673
C  0.76067  0.68787  -0.43629  0.371
C  -0.75275  0.90673  -0.05008  -0.309
I  -1.41037  2.97472  -0.23952  0.111
C  -1.11637  0.49650  1.38193  -0.451
C  -2.63307  0.46274  1.62446  -0.624
O  1.35821  1.93710  -0.74215  -0.532
C  2.49957  1.62055  -1.43352  0.991
O  3.53428  2.20028  -1.35375  -0.555
O  2.23308  0.56947  -2.21698  -0.527
C  0.91224  -0.00291  -1.85001  0.319
C  1.18786  -1.50305  -1.99590  -0.442
C  -0.01525  -2.42453  -2.30502  -0.522
C  -1.24330  -2.20028  -1.46992  0.684
N  -1.06392  -2.37811  -0.09896  -0.857
O  -2.31824  -1.85870  -1.93129  -0.590
C  -0.07589  0.52899  -2.90946  -0.609
C  0.62968  0.65160  -4.22936  0.900
O  0.86752  -0.24034  -4.97924  -0.537
F  0.98008  1.91193  -4.52127  -0.326
H  5.24863  -0.86277  1.52516  0.209
H  4.35686  -0.07558  0.23488  0.220
H  3.81360  -1.64178  0.89281  0.194
H  4.06334  0.89077  2.55116  0.211
H  3.17175  -0.58466  3.02062  0.191
H  1.41093  0.76036  2.45558  0.178
H  2.37944  1.74509  1.32813  0.224
H  1.09682  -0.83893  0.81541  0.379
H  -1.39514  0.37128  -0.74437  0.231
H  -0.66249  -0.46151  1.62868  0.207
H  -0.66439  1.23469  2.04883  0.213
H  -2.98526  1.40552  2.02185  0.229
H  -3.13894  0.29681  0.66819  0.211
H  -2.90122  -0.34315  2.30581  0.212
H  1.75240  -1.89593  -1.15201  0.233
H  1.84776  -1.56886  -2.86138  0.259
H  -0.26503  -2.39332  -3.36357  0.253
H  0.30566  -3.45183  -2.09725  0.231
H  -1.96618  -2.46783  0.35613  0.401
H  -0.47284  -3.17051  0.12266  0.386
H  -0.93615  -0.12527  -3.03415  0.271
H  -0.42973  1.51329  -2.60275  0.260
C  -5.93233  1.49842  3.70856  -0.285
Cl  -6.03770  2.32034  2.15180  0.025
Cl  -6.61224  -0.12653  3.60818  0.019
Cl  -4.26169  1.44121  4.27166  0.018
H  -6.51166  2.06142  4.42717  0.230

Below is a cluster of 2 separate species, C4H12 in total at a distorted geometry, with properties calculated with ωB97M-V with the def2-TZVPD basis set.

Summary:
Strongest force on any atom ... 1.13 eV Å⁻¹
ΔE to the lowest compared entry with this formula, charge and spin ... 0.1539 eV
Total energy ... -4342.374 eV
SMILES string ... CC.CC

Each line ends with the natural charge from an NBO analysis.
Element x y z (Å)
C  2.07128  1.23535  -0.55882  -0.612
C  1.47264  1.24986  0.84316  -0.614
H  1.77680  0.36304  -1.12222  0.205
H  1.89013  2.16500  -1.08898  0.205
H  3.16379  1.19293  -0.50611  0.203
H  2.11206  0.69096  1.53420  0.204
H  1.53358  2.23751  1.31501  0.204
H  0.44961  0.89117  0.90839  0.205
C  -2.48879  -0.92192  -0.30500  -0.607
C  -1.13923  -1.57844  -0.07151  -0.607
H  -2.71489  -0.79954  -1.36400  0.204
H  -3.28104  -1.49307  0.18245  0.203
H  -2.53189  0.06188  0.16417  0.202
H  -1.02707  -2.53937  -0.58300  0.203
H  -0.98757  -1.82195  0.98228  0.202
H  -0.29941  -0.93340  -0.33001  0.201

Below is a cluster of 7 separate species, C18H32Br10O6 in total at a distorted geometry, with properties calculated with ωB97M-V with the def2-TZVPD basis set.

Summary:
Strongest force on any atom ... 3.76 eV Å⁻¹
ΔE to the lowest compared entry with this formula, charge and spin ... 2.7202 eV
Total energy ... -731893.449 eV
SMILES string ... C[C@H]1COC(=O)O1.C[C@H]1COC(=O)O1.BrCCBr.BrCCBr.BrCCBr.BrCCBr.BrCCBr

Each line ends with the natural charge from an NBO analysis.
Element x y z (Å)
C  12.85008  -11.17817  -17.31747  -0.628
C  11.64743  -11.63864  -18.19294  0.062
C  11.92070  -12.24161  -19.55383  -0.123
O  11.63170  -13.62865  -19.42573  -0.488
C  11.16780  -13.83804  -18.14307  0.964
O  10.87005  -14.93299  -17.69635  -0.590
O  10.99118  -12.70103  -17.51874  -0.474
H  13.56096  -11.98208  -17.12654  0.222
H  12.50522  -10.87180  -16.32989  0.228
H  13.31287  -10.31256  -17.79145  0.216
H  10.95385  -10.79815  -18.21725  0.199
H  12.82287  -11.93843  -20.08512  0.208
H  11.15808  -12.15268  -20.32752  0.203
C  15.84318  -18.51393  -16.02503  -0.636
C  17.20233  -18.16907  -16.67417  0.070
C  17.50852  -18.90077  -17.97070  -0.099
O  17.44284  -17.88926  -18.94353  -0.488
C  17.49453  -16.66609  -18.37667  0.970
O  17.56494  -15.62753  -19.03384  -0.597
O  17.31925  -16.77402  -17.08934  -0.477
H  15.10335  -18.53063  -16.82532  0.213
H  15.47335  -17.80918  -15.28028  0.238
H  15.82065  -19.54479  -15.67162  0.223
H  17.91973  -18.32584  -15.86865  0.193
H  16.84285  -19.72538  -18.22565  0.203
H  18.53557  -19.26579  -17.96662  0.186
Br  8.85030  -8.69460  -6.80835  -0.041
C  9.02526  -9.12792  -4.84215  -0.408
C  7.79248  -10.02270  -4.39294  -0.452
Br  8.25757  -11.79002  -5.04913  -0.012
H  8.83883  -8.15015  -4.39796  0.216
H  10.03999  -9.46490  -4.63032  0.233
H  6.86949  -9.65210  -4.83886  0.235
H  7.70905  -10.12355  -3.31083  0.230
Br  20.25514  -15.67352  -8.97255  -0.079
C  20.80832  -13.75810  -9.55262  -0.362
C  20.61075  -13.70100  -11.12367  -0.478
Br  20.91682  -11.88781  -11.70236  0.018
H  21.86815  -13.67837  -9.31074  0.217
H  20.20742  -13.03869  -8.99630  0.221
H  19.56090  -13.88457  -11.35216  0.230
H  21.28481  -14.49936  -11.43410  0.233
Br  16.48898  -13.35633  -1.19279  -0.005
C  17.18718  -11.52820  -0.99683  -0.452
C  18.22932  -11.47833  0.13865  -0.415
Br  19.08679  -9.67632  0.13300  -0.047
H  16.36592  -10.85092  -0.76244  0.226
H  17.56599  -11.15532  -1.94845  0.231
H  19.19004  -11.98112  0.02766  0.234
H  17.80078  -11.71386  1.11280  0.228
Br  6.40751  -16.70023  -11.63302  0.002
C  7.37099  -18.20778  -10.80469  -0.455
C  8.46922  -18.79784  -11.71116  -0.416
Br  9.60258  -20.13951  -10.74783  -0.033
H  6.75051  -18.99273  -10.37231  0.225
H  7.79291  -17.80552  -9.88367  0.223
H  9.14654  -17.97557  -11.94184  0.228
H  8.03515  -19.28983  -12.58158  0.227
Br  13.98087  -16.29143  -8.01882  -0.035
C  14.10471  -14.34359  -7.66077  -0.434
C  12.97154  -13.63694  -8.44584  -0.400
Br  13.45216  -13.74239  -10.42898  -0.052
H  15.11654  -14.00882  -7.88929  0.234
H  13.90478  -14.33664  -6.58929  0.229
H  12.98209  -12.58501  -8.16048  0.224
H  11.98334  -14.07800  -8.31526  0.233

Below is a cluster of 2 separate species, C3H10N2 in total at a distorted geometry, with properties calculated with ωB97M-V with the def2-TZVPD basis set.

Summary:
Strongest force on any atom ... 4.58 eV Å⁻¹
ΔE to the lowest compared entry with this formula, charge and spin ... 2.3555 eV
Total energy ... -6251.073 eV
SMILES string ... C=N.CCN

Each line ends with the natural charge from an NBO analysis.
Element x y z (Å)
C  -2.67528  -0.57033  1.03331  -0.022
N  -3.84607  -0.12028  1.46697  -0.638
H  -1.71913  -0.13417  1.30158  0.165
H  -2.62516  -1.34559  0.30511  0.137
H  -4.60081  -0.06817  0.79134  0.357
C  1.57413  1.16397  -1.23538  -0.632
C  1.29997  0.25083  -0.02142  -0.213
N  1.98893  -1.05936  -0.05605  -0.838
H  0.78586  1.11664  -1.99384  0.206
H  1.82115  2.17437  -0.93057  0.218
H  2.56118  0.91143  -1.72109  0.221
H  1.70323  0.85099  0.84847  0.183
H  0.29969  0.11818  0.17151  0.158
H  1.81950  -1.64411  0.80977  0.355
H  1.61282  -1.64442  -0.76969  0.345

Below is the molecule C23H23F3N2O6, with properties calculated with ωB97M-V with the def2-TZVPD basis set.

Summary:
Strongest force on any atom ... 0.85 eV Å⁻¹
ΔE to the lowest compared entry with this formula, charge and spin ... 0.0000 eV
Total energy ... -47642.375 eV
SMILES string ... COc1cc(/C=C/C(=O)OCC(=O)Nc2cc(C(F)(F)F)ccc2N2CCOCC2)ccc1O

Each line ends with the natural charge from an NBO analysis.
Element x y z (Å)
C  1.54364  3.76485  2.44148  -0.257
H  1.60909  3.12863  3.32889  0.179
O  2.65701  3.58298  1.59745  -0.532
C  2.90221  2.32950  1.09271  0.295
C  2.14262  1.20354  1.32340  -0.279
C  2.48614  -0.02565  0.74011  -0.120
C  3.62354  -0.08904  -0.06612  -0.165
C  4.39264  1.03360  -0.29922  -0.264
C  4.04417  2.25004  0.26782  0.270
O  4.79202  3.34955  0.03295  -0.653
H  4.40656  4.09071  0.52201  0.498
H  5.27195  0.99206  -0.92125  0.231
H  3.89910  -1.03039  -0.51581  0.220
C  1.67336  -1.20897  0.89067  -0.072
C  0.47341  -1.29458  1.48446  -0.354
C  -0.34069  -2.49838  1.35702  0.782
O  0.02950  -3.59474  1.02198  -0.600
O  -1.64205  -2.19172  1.59771  -0.527
C  -2.61523  -3.18360  1.31258  -0.189
H  -2.12034  -4.07377  0.90486  0.238
H  -3.12687  -3.45790  2.24012  0.224
C  -3.66810  -2.64077  0.34809  0.658
O  -4.84796  -2.85773  0.50433  -0.592
N  -3.22700  -1.83678  -0.65483  -0.645
C  -1.91356  -1.62341  -1.12186  0.167
C  -1.14753  -2.71631  -1.49244  -0.189
C  0.12291  -2.53978  -2.01761  -0.171
C  0.61672  -1.25745  -2.21244  -0.180
C  -0.15110  -0.16655  -1.86887  -0.214
C  -1.42257  -0.30827  -1.29974  0.147
N  -2.22597  0.77901  -1.00614  -0.443
C  -2.82894  0.92815  0.30843  -0.250
H  -2.95904  -0.03820  0.78897  0.233
C  -1.93469  1.79904  1.20121  -0.077
O  -1.66548  3.05997  0.62996  -0.531
C  -1.05221  2.92119  -0.63397  -0.091
C  -1.93318  2.08334  -1.56866  -0.246
H  -1.47500  1.97543  -2.55069  0.217
H  -2.89248  2.60025  -1.68681  0.207
H  -0.92444  3.93265  -1.02290  0.200
H  -0.06448  2.44751  -0.51604  0.166
H  -2.42235  1.99515  2.15723  0.200
H  -0.98751  1.26641  1.37194  0.155
H  -3.80393  1.41202  0.18781  0.201
H  0.26454  0.81476  -2.02604  0.211
H  1.60217  -1.11509  -2.62768  0.231
C  0.97916  -3.70801  -2.39860  0.978
F  2.16661  -3.69034  -1.76344  -0.329
F  0.42073  -4.89383  -2.15084  -0.315
F  1.28069  -3.70139  -3.71680  -0.331
H  -1.55153  -3.71089  -1.38584  0.240
H  -3.96086  -1.35430  -1.16083  0.415
H  -0.00984  -0.47156  1.98471  0.208
H  2.05303  -2.10504  0.41599  0.232
H  1.28213  1.26072  1.96867  0.217
H  1.57630  4.80974  2.74515  0.204
H  0.60301  3.57368  1.91677  0.192

Below is a structure of composition C17H32N3OPSiW at a distorted geometry, with properties calculated with ωB97M-V with the def2-TZVPD basis set.

Summary:
Strongest force on any atom ... 3.98 eV Å⁻¹
ΔE to the lowest compared entry with this formula, charge and spin ... 0.7849 eV
Expectation value of S² ... 2.02
Total energy ... -43654.904 eV
2S+1 ... 3

Each line ends with the natural charge from an NBO analysis.
Element x y z (Å)
W  0.39884  -0.29088  -0.02664  0.705
Si  2.18431  0.69359  -1.33040  0.519
P  -0.93772  -0.73371  -1.85558  1.091
N  1.12389  -1.91951  0.33898  -0.842
H  -0.70419  1.26830  -0.34282  -0.213
C  -2.65778  -1.13652  -1.45988  -0.965
H  -3.20313  -1.36771  -2.38862  0.223
H  -3.14730  -0.29123  -0.95683  0.243
H  -2.69498  -2.01097  -0.79597  0.245
C  -1.06666  0.46276  -3.21993  -0.968
H  -1.85550  0.11959  -3.90655  0.219
H  -0.11429  0.53444  -3.75978  0.252
H  -1.31876  1.45654  -2.82266  0.274
C  -0.29737  -2.22830  -2.68781  -0.962
H  -0.95921  -2.49247  -3.52605  0.215
H  -0.25799  -3.06741  -1.98351  0.251
H  0.71341  -2.05052  -3.07377  0.257
C  1.99049  2.50981  -1.88325  -1.070
H  1.75129  3.16813  -1.03914  0.208
H  1.20026  2.60547  -2.63770  0.228
H  2.94946  2.82716  -2.32002  0.217
H  3.47865  0.73608  -0.58081  -0.181
H  2.49996  -0.00600  -2.61780  -0.190
C  1.69211  -3.09698  0.68633  0.148
C  1.64600  -5.12594  2.02127  -0.207
C  1.00011  -3.99018  1.55170  -0.253
C  2.99643  -3.43355  0.22269  -0.245
C  3.61905  -4.57822  0.70013  -0.191
C  2.95233  -5.41998  1.60568  -0.259
H  1.12618  -5.79035  2.71502  0.206
H  -0.02968  -3.74305  1.82958  0.204
H  3.47635  -2.75878  -0.49622  0.223
H  4.62911  -4.81853  0.36461  0.208
H  3.45447  -6.31215  1.98062  0.207
C  -1.94011  3.37386  -0.55951  0.599
O  -1.05050  2.74873  -1.17219  -0.547
C  -2.45749  3.01590  0.78623  -0.737
H  -3.43111  3.50258  0.93404  0.217
H  -1.77180  3.39055  1.55701  0.248
H  -2.58816  1.93582  0.90560  0.253
C  -2.52337  4.61788  -1.15009  -0.712
H  -3.60642  4.49025  -1.27898  0.228
H  -2.06873  4.86070  -2.11121  0.239
H  -2.37432  5.45386  -0.45401  0.231
C  -1.19000  -0.52091  2.91193  -0.676
C  -0.38761  0.70622  2.72570  0.403
N  0.31558  0.99993  1.62800  -0.513
C  1.00069  2.20835  1.87447  -0.057
C  0.69464  2.61171  3.12985  -0.098
N  -0.16856  1.65064  3.65998  -0.516
H  -0.53605  -1.39070  3.10218  0.261
H  -1.85072  -0.38156  3.78159  0.219
H  -1.81344  -0.72386  2.02482  0.256
H  1.66883  2.61529  1.12946  0.248
H  1.02771  3.47513  3.68271  0.230
H  -0.58719  1.64070  4.58752  0.427